Entry 1:
This record from the Open Molecules 2025 dataset describes a structure of composition C20H30NO3PPbS in a non-equilibrium geometry. The level of theory is ωB97M-V/def2-TZVPD.

Energy above the lowest of the compared OMol25 structures with the same formula, charge and spin: 0.000 eV
HOMO energy: -5.825 eV
Lowest unoccupied orbital energy: -0.09 eV

CARTESIAN COORDINATES (ANGSTROEM)
1 C -1.9160 2.3398 -2.8585
2 H -2.4962 1.4062 -2.8472
3 C -2.4554 -1.9146 2.6122
4 H -0.3578 -0.1685 -3.4124
5 N 2.4251 1.3054 1.0548
6 H 4.3753 -1.4494 0.5555
7 H 1.0950 2.6952 1.8991
8 C 2.9644 2.2855 0.1155
9 O -0.0875 -2.2607 1.5426
10 H -4.9238 -3.2416 4.5337
11 H 4.8512 -0.7836 -3.9852
12 H -2.3415 3.0119 -2.0944
13 C 1.8967 -0.3140 -1.5033
14 H 2.6399 0.0659 -4.7989
15 H 2.6120 2.4875 2.8219
16 H 4.3805 0.6375 1.4574
17 H 1.3497 1.2036 2.8623
18 C -6.6037 -2.9635 2.4036
19 C 1.7396 0.0348 -2.8424
20 H -2.5181 -2.6386 4.6394
21 H 3.8023 2.8489 0.5679
22 C -3.0835 -2.4709 3.7270
23 C -4.5219 -1.9999 1.3886
24 H -5.0895 -1.8194 0.4795
25 C 3.3757 -0.9967 0.4476
26 H -1.3719 0.0281 -1.1656
27 H 3.3233 1.7786 -0.7879
28 H 2.6403 -1.7343 0.8275
29 C -5.1583 -2.5812 2.4867
30 C 0.8185 3.4306 -2.7471
31 O -0.6343 -0.0512 2.3832
32 C 4.2123 -0.9007 -1.9307
33 H -2.7129 -1.1950 0.5714
34 O -0.2292 -1.8910 4.0080
35 H 3.0764 -0.1386 2.4133
36 H -0.2033 1.7712 -1.0293
37 C -3.1730 -1.6571 1.4375
38 C 3.3542 0.2245 1.4083
39 H 1.8799 3.1594 -2.6789
40 C 0.4307 0.6028 -3.3708
41 S -0.7111 -1.5055 2.7115
42 H -7.1993 -2.4044 3.1339
43 P -0.2161 2.0087 -2.4322
44 H 0.6066 4.2083 -2.0014
45 C 2.7983 -0.1663 -3.7427
46 H 0.5886 3.8054 -3.7545
47 H 2.1699 2.9981 -0.1494
48 C 3.1395 -0.7184 -1.0269
49 H 5.1667 -1.2823 -1.5488
50 H -7.0015 -2.7567 1.4069
51 C -4.4351 -2.8005 3.6605
52 C 4.0322 -0.6293 -3.2855
53 H -1.9688 2.8020 -3.8586
54 H -6.7523 -4.0291 2.6123
55 Pb 0.0129 -0.6328 -0.1505
56 C 1.8406 1.9581 2.2271
57 H 0.5636 0.9980 -4.3937

Here are the Mulliken charges for atoms 1 to 8, given in e:
1. C -1.145
2. H 0.350
3. C 0.079
4. H 0.430
5. N 0.653
6. H 0.429
7. H 0.298
8. C -1.137

Entry 2:
This record from the Open Molecules 2025 dataset describes a structure of composition CHAs2Br2F12O3Pt in a non-equilibrium geometry. The level of theory is ωB97M-V/def2-TZVPD.

Total charge: -3
Energy above the lowest of the compared OMol25 structures with the same formula, charge and spin: 3.179 eV
HOMO energy (alpha / beta): -0.601 / -0.520 eV
Spin multiplicity: 3
Lowest unoccupied orbital energy (alpha / beta): 5.54 / 3.07 eV
Expectation value of S²: 2.01

CARTESIAN COORDINATES (ANGSTROEM)
1 F -3.5224 1.3640 0.1058
2 F 0.5396 -0.9004 -5.0010
3 As -0.4554 -1.2993 -3.5446
4 Br 1.5846 4.5511 0.4929
5 O 1.8588 -1.6276 1.6332
6 Br 4.6511 0.7295 -2.4131
7 F -1.3033 -1.7314 -2.0516
8 F -1.8720 1.3879 3.2981
9 F -1.8521 -0.3394 -4.0518
10 C 2.5892 -1.3402 2.6430
11 F -3.0305 -0.3363 1.9284
12 As -2.7372 1.4237 1.7399
13 Pt 2.0308 1.0161 -0.1426
14 F -1.1147 1.1422 0.9464
15 F 0.2303 0.1152 -2.6480
16 O 2.8656 -2.2520 3.6009
17 F -4.2950 1.8313 2.5187
18 H 3.4797 -1.7692 4.1589
19 F -2.5361 3.2522 1.5262
20 F -1.0777 -2.8145 -4.3585
21 O 3.0188 -0.1803 2.5784
22 F 0.9478 -2.2225 -2.9595

Here are the Mulliken charges for atoms 1 to 8, given in e:
1. F -0.496
2. F -0.515
3. As 2.012
4. Br -0.774
5. O -0.404
6. Br -0.737
7. F -0.476
8. F -0.496

Entry 3:
This record from the Open Molecules 2025 dataset describes a cluster of 2 separate species, C5H5F3N2O in total in a non-equilibrium geometry. The level of theory is ωB97M-V/def2-TZVPD.

Energy above the lowest of the compared OMol25 structures with the same formula, charge and spin: 6.196 eV
HOMO energy (alpha / beta): -8.496 / -8.572 eV
Lowest unoccupied orbital energy (alpha / beta): -0.49 / -0.56 eV

CARTESIAN COORDINATES (ANGSTROEM)
1 N -0.2938 0.7099 0.6470
2 F 3.3679 0.2137 1.2104
3 F 3.2593 0.7300 -0.8946
4 C 1.7251 -0.8731 -0.1265
5 F -0.0810 -2.3725 -0.1901
6 H -0.4949 0.3323 1.5944
7 C -1.1609 0.4642 -0.4856
8 H -2.7279 -0.8297 -1.3106
9 N 0.7550 1.5099 0.7333
10 O -0.9348 0.9242 -1.5820
11 C 2.7628 -0.0556 0.0779
12 H -3.0536 0.2485 0.2809
13 H 0.9650 2.0130 -0.1428
14 H -2.2986 -1.3553 0.4046
15 C 0.5425 -1.2464 0.0327
16 C -2.3322 -0.4131 -0.2490

Here are the Mulliken charges for atoms 1 to 8, given in e:
1. N 0.328
2. F -0.204
3. F -0.206
4. C 0.247
5. F -0.227
6. H 0.391
7. C 0.596
8. H 0.271

Entry 4:
This record from the Open Molecules 2025 dataset describes a cluster of 2 separate species, C12H15O2Se in total in a non-equilibrium geometry. The level of theory is ωB97M-V/def2-TZVPD.

Total charge: -1
Energy above the lowest of the compared OMol25 structures with the same formula, charge and spin: 0.893 eV
HOMO energy: -2.831 eV
Lowest unoccupied orbital energy: 2.94 eV

CARTESIAN COORDINATES (ANGSTROEM)
1 H 4.2810 0.3140 2.3028
2 H 1.5150 -1.9083 0.7665
3 C 3.0031 0.0659 -0.1699
4 C -4.6500 2.8330 -1.4720
5 C -4.8767 0.1857 -0.6605
6 H 4.0231 -1.3474 1.6270
7 C 3.5298 -0.4759 2.2623
8 H -6.7887 0.2529 -1.3118
9 O 4.2258 0.9266 -0.2420
10 H 1.3685 1.3060 2.6915
11 H 0.4566 -0.5855 1.1919
12 H 2.2434 0.2495 -0.9437
13 H -2.5869 2.7504 -0.9590
14 H 0.8304 1.4339 1.1283
15 H 1.2711 -1.3377 2.4703
16 H -4.4976 3.8555 -1.7347
17 H -6.6497 2.7100 -2.0137
18 Se -2.0304 0.0489 -0.1516
19 C 1.7978 1.3313 1.6487
20 C 4.3466 -0.3730 -0.4579
21 H -4.9676 -0.8224 -0.4214
22 C -5.8061 2.1592 -1.7212
23 C -3.5108 2.1950 -1.0125
24 O 5.1931 -1.1905 -0.6731
25 C -5.9162 0.8697 -1.2086
26 C 2.4319 -0.0278 1.2328
27 C -3.5996 0.8502 -0.7034
28 H 3.3155 -0.7077 3.3072
29 H 2.4032 2.2296 1.5265
30 C 1.3470 -1.0448 1.3718

Here are the Mulliken charges for atoms 1 to 8, given in e:
1. H 0.393
2. H 0.420
3. C -0.281
4. C -0.132
5. C -0.748
6. H 0.280
7. C -1.509
8. H 0.310

Entry 5:
This record from the Open Molecules 2025 dataset describes a structure of composition C56H160Br6N24O11P8 in a non-equilibrium geometry. The level of theory is ωB97M-V/def2-TZVPD.

HOMO energy: -8.153 eV
Lowest unoccupied orbital energy: -0.22 eV

CARTESIAN COORDINATES (ANGSTROEM)
1 H 7.1404 -0.3923 -5.3804
2 C 1.7749 2.0048 -0.2935
3 N 4.7004 -5.2536 4.1943
4 C 0.8378 3.1729 -0.6776
5 H -1.0824 4.8570 2.5131
6 C 4.2705 -3.4309 -5.6420
7 C -0.6695 2.8272 6.4758
8 H 4.8034 5.2037 6.8693
9 H 0.9809 -3.0305 6.0871
10 H -4.1137 -0.9024 -10.0152
11 H 0.7306 -2.7583 4.3703
12 N -3.0442 -0.5099 -8.2185
13 H 3.0591 -6.6124 -2.2995
14 C 3.0658 3.3492 7.0046
15 O 5.9612 0.7039 0.6247
16 H 0.8477 -2.5528 -1.2562
17 H 1.6935 -5.4813 -2.0022
18 H -2.2545 2.5821 -5.2044
19 H 4.5313 0.7949 -0.8652
20 Br -7.1737 -3.7592 1.3183
21 O -4.1406 1.7481 -7.3404
22 H -1.3571 3.7327 1.1427
23 C 4.0751 5.3596 6.0806
24 H -1.4260 -8.7739 -5.4243
25 H -4.1848 0.5821 2.0230
26 C -2.1878 3.1060 10.5877
27 H -1.6010 3.3361 -10.0624
28 H -4.1393 5.2142 8.5169
29 H 4.1560 1.8404 1.9422
30 H 4.6625 -5.8627 6.2434
31 N 2.6493 -3.7038 4.8133
32 N -1.9606 0.7149 -6.1943
33 H 4.8580 -4.1962 -5.1278
34 H -4.9076 2.2390 0.1141
35 H 0.8506 3.9095 0.0936
36 H -2.4135 2.0282 10.5256
37 H 5.2746 3.8590 3.8861
38 H 7.3689 1.0787 -0.8509
39 H -3.7322 0.9875 -1.4360
40 C -4.3331 3.0301 0.6453
41 H -1.6116 -3.8817 -4.9319
42 H -3.0273 2.2085 -10.3119
43 C 2.0612 -0.3425 -5.7271
44 O 1.2197 4.0434 4.2259
45 Br -8.4678 -3.4579 -1.3918
46 H 4.5359 0.8051 3.9615
47 C -0.7799 -2.6669 0.8816
48 H -6.9236 6.2691 2.2258
49 H -1.2159 7.1704 1.9807
50 H -2.5082 4.3782 5.0829
51 C -3.5426 -0.2797 1.7536
52 H -0.4580 1.9674 5.7630
53 H 3.7375 0.7098 5.6363
54 N 3.9856 -2.3506 -4.6018
55 H -5.0518 -0.1581 -8.6860
56 O -4.0409 6.7562 -0.5814
57 C -5.4537 -3.9381 -4.9250
58 O 2.8474 2.5400 0.4874
59 H -3.8596 3.3751 5.5255
60 C 5.2330 -6.4161 3.4151
61 H 4.5298 5.7995 5.1696
62 H 1.0487 -6.5304 6.2794
63 C -2.0489 -1.6074 -8.2382
64 H 0.2607 -6.8708 3.9958
65 C 5.2237 -5.2480 5.5584
66 H 1.7439 1.2184 -3.3615
67 H -3.0544 3.4284 -9.0458
68 C -4.4394 6.7338 2.9512
69 H 1.2428 -8.5421 -4.8918
70 P -1.8564 -0.3948 -0.3287
71 Br -4.2885 -3.9442 -6.4617
72 H 3.3626 -3.8573 -6.0578
73 C 2.5581 4.3097 -2.0094
74 N 2.1540 -6.2779 4.6144
75 H 0.7553 1.8226 3.8472
76 H 2.9204 -1.8844 5.4465
77 H -4.7448 -1.7541 -8.6291
78 H 2.3320 2.6399 6.7251
79 H 7.6783 -0.1577 0.1933
80 N -4.1665 4.2427 -0.1367
81 H -2.0352 5.6317 9.8638
82 H -1.4742 -1.7628 -9.1398
83 C -6.2019 6.3188 1.3777
84 C -3.5811 -2.4352 -1.1688
85 H -9.3596 -2.6236 0.7273
86 H 5.2331 2.3912 -0.3684
87 H 1.5924 -8.9902 -3.2712
88 H -5.1859 1.1287 7.8492
89 H 1.9549 1.1259 2.7716
90 H 1.7612 5.4030 2.4325
91 H 1.7793 0.3208 4.2809
92 H -1.7504 -2.5844 1.3402
93 H 1.0060 -0.0818 -5.4587
94 H -6.6169 5.7626 0.5328
95 H 6.2725 -5.5381 5.7483
96 H -3.1491 -0.9197 -5.5554
97 H 3.5016 -2.3926 -2.5689
98 C 1.7239 1.3058 3.7968
99 H -0.6923 1.7298 -4.7960
100 N -0.2567 -4.8102 -3.5774
101 H -3.9831 3.2635 -1.9637
102 N 3.4766 4.0868 5.7826
103 H 2.9267 4.5803 -1.0168
104 H 3.2874 5.9062 1.5140
105 H 3.0934 -3.9602 -3.4200
106 H -1.6796 5.3286 8.0589
107 H -1.2231 3.0379 11.0986
108 P 4.3030 -0.7161 -4.3873
109 H 4.8193 2.0962 5.0552
110 H -3.5352 4.9601 -1.9853
111 N 2.8630 2.1015 4.2513
112 H 0.2596 -6.0478 -7.2134
113 H 3.2112 -1.9931 3.7482
114 H -1.0021 2.6152 -6.3761
115 N -4.8664 5.9205 1.8536
116 H 1.4306 -8.1330 4.1526
117 H 2.5205 -7.5729 6.1761
118 O 2.7579 -5.0404 2.4943
119 H 2.2109 -1.4494 -5.8460
120 H -1.4004 -4.5773 -1.8952
121 H 0.2515 1.8217 -9.1452
122 H -0.7376 -6.1931 -2.0882
123 H 2.1915 0.1160 -6.6861
124 H -0.5716 -3.6394 0.4825
125 H -4.0175 -2.6451 -2.2055
126 H 3.3770 6.0412 6.5605
127 N 5.1439 -0.4730 -5.7944
128 N -2.0917 3.5858 9.2098
129 P -2.8372 0.9704 -7.5963
130 H -0.0970 3.6940 6.0979
131 C 4.8760 4.3219 3.0253
132 H -3.3586 2.5581 0.8715
133 C -1.8194 4.4650 1.7494
134 C -0.5684 1.1858 -8.9072
135 H -1.6757 7.5526 0.2456
136 C -0.7855 -3.6158 -4.2565
137 H -5.3401 2.1096 6.3386
138 H -2.3582 3.7890 -1.3044
139 H -0.7713 0.5428 -9.8646
140 H -0.2213 2.6688 7.4765
141 H 0.2492 -0.9713 -1.8757
142 C -3.4273 4.0303 -1.4059
143 C 6.4404 -1.0194 -5.8564
144 O -1.2853 0.6805 -1.1611
145 H 1.5455 -6.9725 2.7427
146 H -1.3527 -1.4448 -7.4198
147 H -0.7547 -0.3756 2.6923
148 C -4.2504 -0.8405 -8.9288
149 C -1.3300 -7.8550 -4.8135
150 O 1.1981 3.8221 -1.9034
151 H -5.2919 -3.0403 -4.3409
152 H -0.3825 1.0682 1.5603
153 H -2.7274 -2.5438 -8.1760
154 H 5.4849 0.8939 -7.4102
155 H -4.7490 7.8132 2.7758
156 O -2.7588 1.1425 8.3572
157 H -4.4132 -0.1194 -2.5436
158 C 6.8790 0.2855 -0.3914
159 H 2.0965 1.4455 -1.2069
160 H 4.0865 1.3657 -6.3549
161 C 1.7333 -8.2100 -4.0309
162 C 3.4359 -2.5035 4.7395
163 H 4.4565 -2.7359 4.9407
164 H -6.3684 2.4111 7.8716
165 C 5.0909 0.9371 -6.3722
166 H 1.3493 -0.9411 -0.4890
167 H 6.4726 -2.0444 -5.3510
168 C -2.7832 3.3524 5.4271
169 C -1.4189 1.9693 -5.6089
170 C -0.5819 -6.5959 -6.8202
171 H -3.3415 6.7189 3.0908
172 Br -5.0381 -5.3321 -3.6940
173 C -8.3493 -2.5807 0.3884
174 C -1.1552 -5.3210 -2.6245
175 H -4.7838 3.2232 1.6747
176 H 2.1301 -2.5163 -3.7679
177 H -2.1261 -5.5893 -2.9893
178 O 4.9676 -0.4186 -3.1135
179 H -4.6551 5.0022 6.8742
180 H 2.5763 4.0872 7.6178
181 H -1.6442 1.1621 2.8666
182 H -2.6876 4.1070 2.3073
183 H -2.3790 -7.6253 -4.7477
184 H -0.2016 2.6779 -0.7698
185 H -0.5467 4.9775 9.3069
186 N -4.3685 3.1627 7.9445
187 H 2.6653 -5.8202 6.5663
188 H 1.6939 -7.1446 -1.3191
189 H -4.2744 -2.7924 -0.3833
190 C -1.6018 4.9649 9.1121
191 C 0.4887 -1.5253 -0.9504
192 Br -7.3007 -4.0861 -5.3815
193 H -3.3919 -0.8394 2.7391
194 C 1.3003 -7.1175 3.7824
195 H 6.3097 -6.2840 3.3361
196 N -0.3908 -6.8662 -5.3996
197 H 4.9815 -7.3522 3.9328
198 H 0.6602 -4.3976 5.0265
199 N -2.0741 3.0435 6.6555
200 H 5.1411 -4.2234 6.0041
201 C 3.7731 1.5417 0.9620
202 C -2.3723 2.7470 -9.5675
203 O 1.4372 -5.0842 -5.3844
204 C -4.1949 0.0088 -1.5341
205 H 3.8716 2.7624 7.5168
206 H 6.8087 -1.0666 -6.8548
207 H 5.2080 3.7182 2.2282
208 C -1.1349 0.5213 2.1284
209 H -3.5441 0.3830 -4.8000
210 C -4.7646 4.5969 7.8791
211 H -0.2265 0.4457 -8.1635
212 H 2.3700 2.1480 -4.7827
213 C 1.2065 -3.4441 5.0729
214 C 2.8600 5.6914 2.4871
215 C -2.6701 -0.0250 -5.1985
216 H -0.2660 6.5184 0.7209
217 N 1.2939 -6.9580 -3.4291
218 H -2.8704 3.6874 11.2565
219 C 4.8820 1.4399 0.0073
220 H 1.2128 1.2402 0.2889
221 H 3.2086 3.4446 -2.2547
222 H 3.3133 0.5155 1.1520
223 H 6.4925 -0.4604 -1.0296
224 C 2.5752 1.3617 -4.0248
225 H 5.3791 5.2792 2.8623
226 P 2.6547 3.7204 4.3446
227 H -4.0507 -0.9088 1.0224
228 C 1.9722 -6.5231 -2.1902
229 H 4.9270 -2.9575 -6.4203
230 P -3.8206 5.7648 0.5070
231 N 2.8584 0.0700 -4.6284
232 H -0.0666 -2.3899 1.6776
233 H 4.7976 -6.4092 2.4604
234 H -1.5446 -6.1789 -7.0396
235 H 5.9346 1.5868 -5.9544
236 H -2.6755 -3.0115 -1.0273
237 P 3.0561 -5.0447 3.9217
238 N -2.2474 5.6352 0.9736
239 H -0.9530 -8.2131 -3.8288
240 H 2.9968 6.5926 3.1826
241 N -3.2534 -1.0430 -1.0364
242 C 4.0118 1.3886 4.7443
243 H 3.5025 1.7223 -3.5311
244 P -2.8327 2.6213 8.0388
245 C -1.3282 6.7699 0.9581
246 H -2.0274 -0.3079 -4.3672
247 N -1.8034 1.8642 -8.5677
248 C -5.3602 2.1319 7.4826
249 Br -7.5789 -0.8211 0.3241
250 H -0.5473 -7.6355 -7.2551
251 N -0.7533 -1.6566 -0.1576
252 H -1.0692 -2.9310 -3.4504
253 H -5.7563 4.6319 8.2652
254 H 0.0389 -3.2600 -4.9002
255 C 2.0883 -6.5823 6.0019
256 N 3.4817 4.5152 3.1479
257 H 2.5862 5.1606 -2.6970
258 P 0.5908 -5.8977 -4.5022
259 H -2.4750 2.6246 4.6504
260 H 2.8088 -8.2629 -4.2190
261 N -2.2726 0.0308 1.2246
262 C 3.1612 -2.8671 -3.5192
263 H -6.2175 7.3739 0.9569
264 H -5.1254 -0.1847 -1.0222
265 H -4.8464 6.4283 3.8667

Here are the Mulliken charges for atoms 1 to 8, given in e:
1. H 0.440
2. C 2.340
3. N 0.047
4. C 1.147
5. H 0.774
6. C -0.841
7. C -1.231
8. H 0.416

Entry 6:
This record from the Open Molecules 2025 dataset describes the molecule C4H6N4 in a non-equilibrium geometry. The level of theory is ωB97M-V/def2-TZVPD.

Energy above the lowest of the compared OMol25 structures with the same formula, charge and spin: 6.324 eV
HOMO energy: -7.518 eV
Lowest unoccupied orbital energy: 0.11 eV

CARTESIAN COORDINATES (ANGSTROEM)
1 C 1.8064 0.2205 0.6716
2 H 2.1293 0.7175 -1.4187
3 H -2.3831 -1.5508 -2.2965
4 C -0.1724 0.4073 1.6397
5 H -0.8916 0.6793 2.5915
6 H -1.9591 -0.1083 0.6820
7 N -1.8518 -1.0733 -1.3236
8 N -0.1891 0.2777 -0.7106
9 C -0.6567 -0.5144 -1.6428
10 H 2.9606 -0.0587 0.7233
11 N 1.0759 -0.1408 1.8226
12 N -0.9344 0.4849 0.4387
13 H -0.2679 -0.4454 -2.6815
14 C 1.3072 0.5411 -0.5334

Here are the Mulliken charges for atoms 1 to 8, given in e:
1. C -0.015
2. H 0.261
3. H 0.227
4. C 0.120
5. H 0.284
6. H 0.416
7. N -0.716
8. N 0.270

| no. | energy (eV) |
| --- | --- |
| 1 | -54227.02187 |
| 2 | -304817.84351 |
| 3 | -18439.66875 |
| 4 | -82127.70667 |
| 5 | -613523.22238 |
| 6 | -10199.61608 |